{
  "formula": "C2H2N2S3",
  "method": "the ωB97M-V functional and the def2-TZVPD basis",
  "species": ["C", "C", "N", "N", "S", "S", "S", "H", "H"],
  "xyz": [[-2.360, -0.051, 0.173], [1.581, -0.184, 0.035], [-1.134, 0.094, 0.010], [0.140, -0.584, 0.133], [-3.893, -0.120, 0.142], [2.721, -1.300, 0.168], [1.911, 1.617, 0.167], [0.857, 2.039, -0.529], [0.177, -1.511, -0.299]],
  "spin_multiplicity": 1,
  "total_charge": 0,
  "homo_ev": -8.98,
  "smiles": "S=C=NNC(=S)S",
  "homo_lumo_gap_ev": 8.5
}


{
  "formula": "C3H6S2",
  "method": "the ωB97M-V functional and the def2-TZVPD basis",
  "species": ["C", "C", "C", "S", "S", "H", "H", "H", "H", "H", "H"],
  "xyz": [[-1.199, 0.108, 0.851], [0.691, 0.678, -0.536], [-0.315, -0.461, -0.266], [-2.408, 1.044, 0.457], [0.550, -1.885, 0.512], [-0.960, -0.110, 1.833], [0.802, 1.278, 0.397], [0.236, 1.408, -1.286], [1.715, 0.380, -0.894], [-0.884, -0.909, -1.129], [1.772, -1.532, 0.062]],
  "spin_multiplicity": 1,
  "total_charge": 0,
  "homo_ev": -8.91,
  "smiles": "C[C@@H](S)C=S",
  "homo_lumo_gap_ev": 8.6
}


{
  "formula": "C24H25CoN5S",
  "method": "the ωB97M-V functional and the def2-TZVPD basis",
  "species": ["Co", "C", "C", "C", "C", "C", "C", "C", "N", "N", "C", "C", "C", "C", "C", "C", "N", "C", "C", "C", "C", "C", "C", "N", "H", "H", "H", "H", "H", "H", "H", "H", "H", "H", "H", "H", "H", "H", "H", "H", "H", "H", "H", "H", "S", "C", "N", "C", "C", "C", "C", "H", "H", "H", "H", "H"],
  "xyz": [[-0.341, 0.165, 0.044], [0.943, -0.143, 2.725], [1.719, -1.209, 1.953], [2.449, -0.678, 0.745], [3.788, -0.980, 0.534], [4.447, -0.455, -0.566], [3.752, 0.372, -1.436], [2.421, 0.618, -1.172], [1.776, 0.104, -0.117], [-0.394, 0.160, 2.158], [-0.833, 1.510, 2.580], [-0.437, 2.591, 1.605], [-0.251, 3.898, 2.027], [0.006, 4.879, 1.085], [0.075, 4.528, -0.256], [-0.101, 3.203, -0.595], [-0.353, 2.249, 0.311], [-1.412, -0.834, 2.537], [-2.637, -0.664, 1.665], [-3.871, -1.173, 2.032], [-4.947, -0.988, 1.180], [-4.760, -0.289, -0.004], [-3.496, 0.183, -0.297], [-2.453, -0.001, 0.518], [1.511, 0.790, 2.712], [0.832, -0.436, 3.773], [1.066, -2.033, 1.651], [2.455, -1.643, 2.630], [4.312, -1.608, 1.241], [5.493, -0.677, -0.733], [4.229, 0.820, -2.296], [1.840, 1.259, -1.825], [-0.455, 1.740, 3.579], [-1.922, 1.517, 2.646], [-0.313, 4.138, 3.079], [0.150, 5.907, 1.391], [0.266, 5.263, -1.024], [-0.050, 2.885, -1.629], [-1.686, -0.728, 3.593], [-0.995, -1.836, 2.414], [-3.986, -1.699, 2.971], [-5.923, -1.377, 1.440], [-5.578, -0.109, -0.687], [-3.304, 0.735, -1.208], [-0.602, -2.106, -0.777], [0.135, -2.264, -2.334], [-0.688, -2.434, -3.397], [-0.276, -2.655, -4.663], [1.060, -2.704, -4.941], [1.958, -2.539, -3.882], [1.506, -2.325, -2.598], [-1.681, -2.429, -3.192], [-1.055, -2.788, -5.400], [1.395, -2.884, -5.951], [3.022, -2.598, -4.073], [2.191, -2.229, -1.768]],
  "spin_multiplicity": 4,
  "total_charge": 2,
  "homo_ev": [-13.99, -14.35],
  "homo_lumo_gap_ev": [8.4, 8.5]
}


{
  "formula": "C3H8N2O2",
  "method": "the ωB97M-V functional and the def2-TZVPD basis",
  "species": ["C", "C", "C", "N", "N", "O", "O", "H", "H", "H", "H", "H", "H", "H", "H"],
  "xyz": [[-0.077, -1.364, -1.107], [0.000, 1.074, 0.744], [0.504, 2.011, -0.048], [-0.566, -2.249, -0.310], [-0.610, -2.268, 0.923], [-1.253, 0.979, 1.160], [1.867, 2.214, -0.333], [-0.083, -1.439, -2.169], [0.295, -0.384, -0.579], [0.709, 0.624, 1.504], [-0.085, 2.580, -0.746], [-0.774, -3.109, -0.893], [-0.393, -1.311, 1.291], [-1.855, 1.165, 0.470], [2.320, 1.478, 0.091]],
  "spin_multiplicity": 1,
  "total_charge": 0,
  "homo_ev": -7.71,
  "homo_lumo_gap_ev": 8.5
}


{
  "formula": "C4H7NO",
  "method": "the ωB97M-V functional and the def2-TZVPD basis",
  "species": ["C", "C", "C", "N", "C", "O", "H", "H", "H", "H", "H", "H", "H"],
  "xyz": [[1.501, -0.446, -0.494], [-0.369, 0.156, 0.764], [-0.428, 1.424, 0.107], [0.196, 0.233, -0.626], [-1.354, -0.842, 0.934], [-2.377, -0.749, 1.594], [1.849, -0.796, -1.463], [2.209, 0.218, -0.002], [1.360, -1.307, 0.174], [-1.383, 1.715, -0.346], [0.242, 2.258, 0.318], [-0.393, -0.041, -1.417], [-1.051, -1.821, 0.457]],
  "spin_multiplicity": 1,
  "total_charge": 0,
  "homo_ev": -7.78,
  "smiles": "C[N@@H+]1C/C1=C\\[O-]",
  "homo_lumo_gap_ev": 8.3
}


{
  "formula": "C2H4NO2",
  "method": "the ωB97M-V functional and the def2-TZVPD basis",
  "species": ["O", "C", "N", "C", "O", "H", "H", "H", "H"],
  "xyz": [[-1.975, -1.105, -1.229], [-1.147, -0.675, -0.424], [0.048, -0.149, -0.611], [0.923, 0.663, 0.653], [1.875, 0.021, 1.163], [-1.310, -0.901, 0.668], [0.432, -0.254, -1.543], [1.158, 1.591, 0.064], [-0.005, 0.809, 1.259]],
  "spin_multiplicity": 1,
  "total_charge": -1,
  "homo_ev": -3.57,
  "smiles": "O=CNC[O-]",
  "homo_lumo_gap_ev": 8.1
}


{
  "formula": "C8H12N3O",
  "method": "the ωB97M-V functional and the def2-TZVPD basis",
  "species": ["C", "C", "C", "C", "C", "C", "C", "C", "N", "N", "N", "O", "H", "H", "H", "H", "H", "H", "H", "H", "H", "H", "H", "H"],
  "xyz": [[4.136, -0.607, -0.007], [3.331, -1.686, -0.344], [3.570, 0.627, 0.402], [1.983, -1.363, -0.502], [2.219, 0.857, 0.445], [1.414, -0.133, -0.097], [-3.391, -1.338, 0.342], [0.077, 0.339, -0.487], [-3.696, -0.316, 0.925], [-2.925, -2.156, -0.353], [-3.034, 2.118, -0.075], [-0.510, 1.398, -0.167], [5.283, -0.734, 0.043], [3.641, -2.618, -0.669], [4.305, 1.455, 0.753], [1.206, -1.981, -0.843], [1.860, 1.749, 0.760], [-0.551, -0.458, -1.094], [-3.452, -0.109, 1.866], [-2.943, -3.130, -0.350], [-3.708, 1.205, 0.389], [-3.521, 2.978, 0.126], [-3.261, 2.108, -1.071], [-2.031, 1.799, 0.009]],
  "spin_multiplicity": 1,
  "total_charge": 1,
  "homo_ev": -12.56,
  "homo_lumo_gap_ev": 9.1
}


{
  "formula": "C5H14N2S",
  "method": "the ωB97M-V functional and the def2-TZVPD basis",
  "species": ["C", "N", "C", "C", "S", "C", "N", "C", "H", "H", "H", "H", "H", "H", "H", "H", "H", "H", "H", "H", "H", "H"],
  "xyz": [[0.633, 0.301, -0.749], [-0.374, -0.017, 0.260], [-1.484, 0.919, 0.239], [-1.592, 1.754, 1.507], [-3.444, -1.113, -0.297], [1.860, -0.546, -0.672], [3.325, 0.449, 0.128], [4.504, -0.395, 0.164], [0.962, 1.331, -0.574], [0.234, 0.346, -1.774], [-0.690, -0.962, 0.068], [-1.428, 1.496, -0.692], [-2.454, 0.356, 0.041], [-0.590, 1.966, 1.865], [-2.200, 1.181, 2.197], [-2.081, 2.698, 1.270], [1.707, -1.604, -0.894], [2.378, -0.423, 0.435], [2.661, -0.118, -1.293], [5.215, -0.056, 0.923], [5.041, -0.414, -0.798], [4.320, -1.442, 0.424]],
  "spin_multiplicity": 1,
  "total_charge": 0,
  "homo_ev": -8.23,
  "homo_lumo_gap_ev": 5.5
}


ΔE to the lowest compared entry with this formula, charge and spin values (in kcal/mol) by entry order: 63.4, 28.8, 0.0, 134.2, 106.5, 35.8, 43.7, 200.6.
E values (in eV) by entry order: -37589.335, -24877.461, -81195.765, -10311.132, -7795.028, -7724.061, -15000.083, -19218.599.